# H10O5

5 unconnected molecules or ions with the total composition H10O5 at a distorted geometry (wB97M-V/def2-TZVPD, the Open Molecules 2025 dataset).

Geometry (Å):
O1 1.102 1.980 1.577
O2 0.361 -0.521 0.397
H1 -0.733 1.144 -2.254
H2 0.454 2.638 1.521
H3 2.251 0.522 -2.003
H4 1.860 2.488 1.360
O3 -2.750 -2.971 1.149
O4 -0.958 0.326 -1.866
O5 2.299 0.882 -1.126
H5 1.644 0.412 -0.599
H6 -3.017 -3.704 0.610
H7 0.456 0.235 0.995
H8 0.144 -1.377 0.781
H9 -0.545 0.241 -1.021
H10 -2.568 -2.294 0.480

The value obtained for the total energy is -382.185958 hartree. The molar mass is 90.1 g/mol. The HOMO energy comes out at -10.96 eV. For the LUMO energy, the calculation gives 0.48 eV. As for the SMILES: O.O.O.O.O. The calculation puts the energy above the lowest of the compared OMol25 structures with the same formula, charge and spin at 100.3 kJ/mol. The HOMO-LUMO gap is 11.4 eV.